A structure of composition C21H19AsBF6MoN9O in a non-equilibrium geometry. Source: the Open Molecules 2025 dataset; level of theory: the ωB97M-V functional and the def2-TZVPD basis.

ORCA input file:
```
! RIJCOSX wB97M-V def2-TZVPD def2/J DEFGRID3
* xyz 3 4
Mo 0.817 1.568 -2.199
C -4.440 0.570 -1.236
N -3.184 1.314 -1.420
C -2.235 1.082 -2.296
N -1.231 1.961 -2.083
C -1.685 2.715 -1.029
N -2.851 2.347 -0.592
C -4.225 -0.709 -0.452
C -5.217 -1.704 -0.537
C -5.114 -2.895 0.167
C -4.008 -3.125 0.966
C -3.010 -2.134 1.057
C -3.129 -0.919 0.349
C -1.881 -2.391 1.876
N -1.603 -3.515 2.553
N -0.463 -3.334 3.170
C -0.036 -2.099 2.883
O -0.908 -1.476 2.059
C 1.152 -1.460 3.325
C 2.054 -2.166 4.148
C 3.222 -1.544 4.548
C 3.497 -0.244 4.132
C 2.599 0.468 3.324
C 2.900 1.886 2.885
N 2.834 1.968 1.416
C 1.787 2.206 0.658
N 2.126 1.984 -0.625
C 3.456 1.623 -0.556
N 3.897 1.606 0.663
C 1.428 -0.140 2.932
H -4.844 0.365 -2.228
H -5.116 1.264 -0.734
H -2.268 0.312 -3.052
H -1.135 3.553 -0.624
H -6.083 -1.541 -1.167
H -5.891 -3.642 0.086
H -3.899 -4.047 1.521
H -2.353 -0.172 0.454
H 1.826 -3.178 4.453
H 3.927 -2.068 5.178
H 4.421 0.226 4.444
H 3.897 2.213 3.171
H 2.180 2.607 3.274
H 0.824 2.513 1.034
H 4.059 1.381 -1.417
H 0.701 0.381 2.322
B 3.011 2.756 -5.897
C 2.225 2.499 -4.720
N 1.569 2.279 -3.723
H 4.163 2.627 -5.537
H 2.703 3.872 -6.270
H 2.557 1.945 -6.681
F 0.318 -0.002 -1.049
As 1.032 -1.592 -2.042
F 2.037 -1.770 -0.696
F -0.224 -2.479 -1.351
F 2.092 -0.139 -2.524
F -0.031 -0.930 -3.247
F 1.753 -2.674 -3.065
*
```

The value obtained for the LUMO energy (alpha / beta) is -12.29 / -11.90 eV. Its expectation value of S² is 3.81. For the relative energy (zero: lowest compared OMol25 entry of this formula, charge and spin), the calculation gives 37.50 kcal/mol. Its HOMO energy (alpha / beta) is -17.14 / -17.77 eV. The orbital gap (alpha / beta) is 4.9 / 5.9 eV. Its total energy is -117190.710 eV.

Here is what Löwdin gives for the atomic charges, in e:
1. Mo 1.8401
2. C -0.0193
3. N -0.0765
4. C -0.0694
5. N -0.1013
6. C -0.1730
7. N 0.1908
8. C -0.1619
9. C 0.0432
10. C 0.0085
11. C 0.0595
12. C -0.1089
13. C 0.0486
14. C -0.2001
15. N 0.1901
16. N 0.1909
17. C -0.1936
18. O 0.1562
19. C -0.1079
20. C 0.0574
21. C 0.0093
22. C 0.0520
23. C -0.1660
24. C -0.0166
25. N -0.0724
26. C -0.1016
27. N -0.0955
28. C -0.1283
29. N 0.1967
30. C 0.0472
31. H 0.1518
32. H 0.1579
33. H 0.1652
34. H 0.1336
35. H 0.1419
36. H 0.1373
37. H 0.1393
38. H 0.1154
39. H 0.1396
40. H 0.1367
41. H 0.1402
42. H 0.1485
43. H 0.1510
44. H 0.1503
45. H 0.1423
46. H 0.1161
47. B -0.2523
48. C -0.0537
49. N -0.0887
50. H 0.1064
51. H 0.1246
52. H 0.1136
53. F -0.4357
54. As 0.8874
55. F -0.1556
56. F -0.1507
57. F -0.3414
58. F -0.2267
59. F -0.0925